10
Properties=species:S:1:pos:R:3:forces:R:3 method="wB97M-V/def2-TZVPD" charge=+1 de_lowest_kcal_mol=37.6 homo_ha="-0.5190 / -0.5191" orbital_gap_ev="7.5 / 7.5"
N -1.168357 -1.395718 -0.015259 -2.14 2.48 0.44
N -0.488236 -0.279094 0.026348 3.62 -0.66 -0.34
C -0.690188 0.926498 0.274523 -1.93 -1.01 0.37
N 0.373962 1.888132 0.162261 -0.96 1.56 0.21
N 1.441674 1.419475 -0.090954 -0.09 -1.56 0.51
N 1.862261 0.379636 -0.507603 -0.07 0.00 -1.31
I 3.291441 -0.815034 0.154609 0.59 -0.26 0.47
H -2.136759 -1.166920 -0.200586 -0.38 -0.95 0.05
H -0.818533 -2.236485 -0.409588 0.92 -0.29 -0.36
H -1.667268 1.279513 0.606247 0.45 0.70 -0.04

7
Properties=species:S:1:pos:R:3:forces:R:3 method="wB97M-V/def2-TZVPD" smiles=CN([O-])I charge=-1 de_lowest_kcal_mol=61.1 homo_ha=-0.1194 orbital_gap_ev=7.0
C -0.008656 0.247928 0.021080 -0.77 -0.51 1.75
N -0.010409 1.683279 0.573173 0.37 -0.91 5.06
O 0.344666 1.763946 1.872837 -1.19 -0.92 -5.50
I 1.600286 2.736003 -1.174557 0.60 0.26 -0.40
H 0.096901 0.300701 -1.044482 -0.46 0.10 -0.45
H 0.741456 -0.465176 0.374124 0.61 0.64 0.30
H -0.952386 -0.299817 0.396849 0.84 1.34 -0.76

7
Properties=species:S:1:pos:R:3:forces:R:3 method="wB97M-V/def2-TZVPD" de_lowest_kcal_mol=93.4 homo_ha="-0.3375 / -0.3192" orbital_gap_ev="7.3 / 7.5"
C 0.361517 -0.624801 -0.327053 0.60 2.23 1.81
N -0.400049 0.396699 -0.169036 0.18 -2.42 -0.97
P -0.338686 1.963246 0.126044 -0.73 1.09 0.14
I 2.614779 -0.491505 0.145337 -1.34 -0.16 -0.29
H -0.559313 -1.944652 1.039040 0.29 0.32 -0.14
H 0.125300 -1.540349 -0.791094 -0.17 -0.77 -0.73
H -1.803550 2.241364 -0.023237 1.17 -0.30 0.19